Record 1
DFT (ωB97M-V with the def2-TZVPD basis set) results for 2 unconnected molecules or ions with the total composition C6H14OS2.

Computed properties:
Charge ... 0
2S+1 ... 1
Kohn-Sham gap ... 9.18 eV

Each line ends with the Löwdin charge.
Positions of all 23 atoms, in Å:
O (-1.09097, 0.83381, 1.36356)  -0.286
C (-1.76460, 1.95373, 0.82444)  -0.131
C (-0.10763, 1.24594, 2.29192)  -0.130
H (-2.51735, 1.58057, 0.10979)  0.092
H (-1.07269, 2.62480, 0.28822)  0.088
H (-2.28056, 2.53364, 1.60809)  0.088
H (0.65510, 1.88676, 1.81842)  0.087
H (-0.55278, 1.79559, 3.13829)  0.088
H (0.38656, 0.34012, 2.68162)  0.090
S (1.80566, -1.71933, 0.06085)  0.828
S (-0.61352, -0.39424, -2.07862)  0.835
C (0.35989, -2.56444, -0.62417)  -0.557
C (-0.84559, -1.65204, -0.79886)  -0.555
C (2.03773, -0.46153, -1.21891)  -0.556
C (0.83224, 0.45088, -1.39360)  -0.556
H (0.62630, -3.04157, -1.58688)  0.079
H (0.12936, -3.37062, 0.09859)  0.076
H (-1.10484, -1.16593, 0.16132)  0.063
H (-1.72549, -2.23762, -1.12800)  0.077
H (2.29698, -0.94764, -2.17909)  0.079
H (2.91762, 0.12405, -0.88977)  0.076
H (1.06278, 1.25705, -2.11636)  0.079
H (0.56583, 0.92800, -0.43089)  0.048

Record 2
DFT (ωB97M-V with the def2-TZVPD basis set) results for a gas-phase ion, C6H14P2 (charge +2) at a distorted geometry.

Computed properties:
Charge ... +2
2S+1 ... 1
Kohn-Sham gap (alpha / beta) ... 8.76 / 8.55 eV

Each line ends with the Löwdin charge.
Positions of all 22 atoms, in Å:
C (0.40329, 1.22662, -0.25169)  -0.146
C (-0.69523, -1.03675, 0.70441)  -0.075
C (-2.76627, 1.00639, -0.31252)  -0.158
C (-0.85188, -0.19580, -2.34595)  -0.165
C (1.75548, 0.26067, 2.30890)  -0.153
C (2.04482, -1.43816, -0.21531)  -0.157
P (-1.12967, 0.32777, -0.66503)  0.829
P (1.03827, -0.28634, 0.72313)  0.841
H (0.65600, 2.32623, 0.16872)  0.139
H (-1.38796, -0.86970, 1.57008)  0.071
H (-3.04195, 1.67997, -1.04756)  0.040
H (-2.77611, 1.59872, 0.69678)  0.126
H (-3.48366, 0.25929, 0.02204)  0.083
H (0.21246, -0.43771, -2.41717)  0.054
H (-1.03247, 0.52435, -3.17053)  0.107
H (-1.43303, -1.09831, -2.55439)  0.088
H (1.24110, 1.11346, 2.83617)  0.104
H (2.79977, 0.45758, 2.02684)  0.082
H (1.53615, -0.36147, 3.13166)  0.058
H (1.83085, -2.55717, -0.11663)  0.128
H (3.17031, -1.30347, 0.06635)  0.131
H (1.90972, -1.19617, -1.15830)  -0.027

Record 3
DFT (ωB97M-V with the def2-TZVPD basis set) results for 2 unconnected molecules or ions with the total composition C6H14Si2 at a distorted geometry.

Computed properties:
Charge ... 0
2S+1 ... 1
Kohn-Sham gap (alpha / beta) ... 7.43 / 6.50 eV

Each line ends with the Löwdin charge.
Positions of all 22 atoms, in Å:
C (3.27033, 1.10209, 1.50826)  0.092
C (3.38338, 0.33753, 0.55966)  -0.280
C (-0.46985, 1.03785, -1.61891)  -0.245
C (-0.80051, 1.17612, 1.36909)  -0.221
C (-2.46730, -0.60976, -0.48181)  -0.246
C (3.23689, -0.75277, -0.27181)  -0.122
Si (0.57465, -1.88897, 0.17997)  0.654
Si (-0.68423, 0.01341, -0.07232)  0.277
H (3.38825, 1.99596, 2.04921)  0.012
H (-0.30751, 0.18529, -2.40312)  0.052
H (-1.28803, 1.64000, -2.01731)  0.027
H (0.53871, 1.64678, -1.68358)  0.063
H (-1.21012, 0.81306, 2.28970)  0.026
H (0.23023, 1.44561, 1.59967)  0.008
H (-1.14294, 2.10132, 0.98026)  0.019
H (-2.54816, -1.01955, -1.47802)  0.015
H (-2.88392, -1.34630, 0.26584)  0.040
H (-3.14960, 0.19769, -0.48321)  0.002
H (3.78252, -1.62592, -0.04140)  0.030
H (3.12168, -0.37290, -1.28756)  0.057
H (0.26225, -3.28801, 0.78897)  -0.115
H (1.12107, -2.04988, -1.18361)  -0.148

Sequential calculated total energy output: -30166.4966, -25004.2991, -22198.8022 eV